1.
Density functional theory data (ωB97M-V/def2-TZVPD) for a 10-piece molecular cluster, C40H68F12O14 overall in a non-equilibrium geometry.

Structure (XYZ):
```
134
Properties=species:S:1:pos:R:3:mulliken_charge:R:1
C 2.2014 2.7396 -5.7982 -0.67
C 1.0065 1.8374 -5.9673 -0.62
O 0.8105 1.1085 -4.7552 -0.10
C 1.1280 -0.1362 -4.7173 0.04
O 1.7195 -0.7626 -5.5279 -0.59
C 0.5568 -0.8483 -3.4419 1.19
F -0.7718 -1.0468 -3.7178 -0.29
F 1.1773 -2.0320 -3.3066 -0.23
F 0.6709 -0.1904 -2.2916 -0.14
H 2.4043 3.0638 -6.7914 0.46
H 3.0892 2.2426 -5.4463 0.12
H 1.9956 3.5681 -5.2170 0.06
H 1.1279 1.1964 -6.8215 0.46
H 0.0943 2.3747 -6.0290 0.34
C 3.0686 -1.5178 1.5015 -0.54
C 3.3112 -1.2857 2.9655 -0.58
O 3.4950 0.1345 3.2844 -0.20
C 4.7029 0.6470 3.4474 0.28
O 5.7545 0.1834 3.0269 -0.58
C 4.5625 2.0437 4.0361 0.99
F 3.5401 2.2193 4.8773 -0.23
F 5.6625 2.4178 4.6754 -0.26
F 4.4542 2.8217 2.9357 -0.24
H 2.4774 -2.4116 1.2531 0.31
H 3.9468 -1.3446 0.9111 0.44
H 2.2893 -0.7713 1.2278 -0.02
H 4.1993 -1.8260 3.2463 0.43
H 2.4751 -1.6172 3.5945 0.34
C -5.1130 1.3761 8.8795 -0.87
C -3.5961 1.0925 8.7672 -0.38
O -3.2907 0.6136 7.4118 -0.27
C -3.6486 -0.6534 7.1603 0.10
O -4.1064 -1.4042 7.9957 -0.55
C -3.4475 -1.0292 5.6200 1.14
F -4.5300 -1.6973 5.2375 -0.26
F -3.2120 0.0376 4.8271 -0.20
F -2.3523 -1.7923 5.4465 -0.27
H -5.3665 2.3090 8.3168 0.27
H -5.2055 1.4785 9.9986 0.31
H -5.7276 0.5353 8.5556 0.32
H -3.1267 0.4494 9.5558 0.33
H -3.0575 2.0056 8.7171 0.33
C -2.6051 -6.2903 1.5457 -1.34
C -1.7841 -5.6986 0.4580 0.68
O -2.6249 -5.1964 -0.6138 -0.25
C -2.0167 -4.3633 -1.3808 0.34
O -0.8851 -3.9372 -1.2733 -0.41
C -3.0489 -3.8630 -2.4928 0.85
F -4.1208 -4.6451 -2.5047 -0.27
F -3.4187 -2.6139 -2.2318 -0.20
F -2.4253 -3.8747 -3.6532 -0.25
H -1.9270 -6.9247 2.1785 0.39
H -3.3922 -7.0175 1.2217 0.32
H -3.0372 -5.6339 2.2595 0.32
H -0.9836 -6.4439 0.1278 0.26
H -1.2887 -4.8183 0.8526 -0.33
C 0.3348 3.3626 3.0305 -0.68
C -1.2348 3.6370 3.0283 -0.75
C -1.8283 2.4677 2.1299 -0.14
O -0.9410 1.3946 2.3800 0.02
C 0.3595 1.8643 2.6198 -0.26
H 0.7008 3.5106 4.0174 0.27
H 0.7780 4.0045 2.3072 0.39
H -1.5590 4.6540 2.7289 0.39
H -1.6795 3.5030 4.0199 0.28
H -1.8730 2.7862 1.0882 -0.11
H -2.8513 2.0844 2.2949 0.31
H 0.9765 1.8070 1.7258 0.12
H 0.7862 1.1420 3.3788 0.12
C -5.9154 1.0784 -2.4676 -0.68
C -4.5484 1.2350 -1.8770 0.01
C -4.7996 1.2817 -0.3231 0.79
O -6.1061 0.7500 -0.1075 -0.46
C -6.7077 0.3602 -1.4061 -0.46
H -5.7933 0.5529 -3.4699 0.31
H -6.4454 1.9507 -2.7050 0.33
H -3.9575 2.1049 -2.1832 0.39
H -4.0151 0.2843 -1.9893 -0.16
H -4.8210 2.3629 0.0201 0.13
H -3.9951 0.7377 0.1971 -0.74
H -7.7673 0.7100 -1.3772 0.30
H -6.6091 -0.7172 -1.5122 0.25
C 2.8201 -5.5872 -2.4377 -0.13
C 2.8529 -5.3329 -3.9728 -0.66
C 3.8118 -4.0975 -4.0405 -0.13
O 4.4773 -4.0530 -2.8329 -0.50
C 3.5309 -4.3744 -1.8865 0.25
H 3.2951 -6.5046 -2.0705 0.35
H 1.8097 -5.4976 -2.1173 -0.11
H 1.8653 -5.1910 -4.3645 0.32
H 3.1696 -6.1511 -4.5777 0.29
H 3.2295 -3.2097 -4.2277 -0.14
H 4.5507 -4.1210 -4.8493 0.42
H 2.7898 -3.4971 -1.7791 -0.37
H 4.0762 -4.5068 -0.9653 0.44
C 6.2119 0.7562 -2.4190 -0.67
C 5.9781 2.1405 -3.1368 -0.63
C 4.4228 2.4415 -2.9303 -0.31
O 3.8527 1.1010 -2.8454 -0.26
C 4.7265 0.2396 -2.2153 -0.17
H 6.7597 0.8411 -1.4626 0.32
H 6.7952 0.0422 -2.9930 0.29
H 6.0815 2.0606 -4.2211 0.29
H 6.7014 2.8432 -2.7475 0.35
H 4.0393 2.9709 -3.7975 0.12
H 4.1892 3.0345 -2.0419 0.25
H 4.6564 -0.7560 -2.5863 0.30
H 4.5694 0.3233 -1.1450 0.06
C -0.3486 4.7067 -2.7374 0.18
C 0.9037 5.5381 -2.9307 -0.26
C 1.1511 6.1157 -1.4447 -0.67
O -0.0596 5.8278 -0.7666 -0.47
C -0.5647 4.6107 -1.2861 -0.30
H -0.3599 3.6413 -3.1166 -0.02
H -1.1965 5.2743 -3.2446 0.29
H 0.6907 6.2858 -3.6478 0.33
H 1.7914 5.0354 -3.3460 -0.09
H 1.2385 7.1928 -1.5129 0.33
H 1.9876 5.6764 -1.0756 0.37
H -1.6031 4.5331 -0.8621 0.18
H -0.0268 3.7737 -0.9316 0.13
C -0.8285 -1.9461 1.8788 -0.84
C -0.3596 -1.3529 0.5585 0.44
C -1.6599 -0.9285 -0.1630 -0.09
O -2.7652 -1.5475 0.6182 -0.52
C -2.2689 -1.4463 1.9564 0.58
H -0.2247 -1.5232 2.6968 0.27
H -0.7346 -2.9971 1.9184 0.31
H 0.2825 -1.9937 0.0195 0.36
H 0.1816 -0.4665 0.7987 -0.35
H -1.7823 -1.3323 -1.1657 -0.28
H -1.7345 0.1789 -0.0398 0.31
H -3.0305 -2.0843 2.5246 0.20
H -2.2415 -0.4045 2.2796 -0.61
```

Summary:
Energy relative to the best compared isomer or geometry (same formula, charge and spin) (kcal/mol): 48.0
LUMO level (eV): 0.480
E_tot (eV): -103853.292
SMILES: CCOC(=O)C(F)(F)F.CCOC(=O)C(F)(F)F.CCOC(=O)C(F)(F)F.CCOC(=O)C(F)(F)F.C1CCOC1.C1CCOC1.C1CCOC1.C1CCOC1.C1CCOC1.C1CCOC1
HOMO (eV): -9.204
HOMO-LUMO gap (eV): 9.7


2.
Density functional theory data (ωB97M-V/def2-TZVPD) for C48H68CoN3O2P2Si as an isolated structure in a non-equilibrium geometry.

Structure (XYZ):
```
125
Properties=species:S:1:pos:R:3:mulliken_charge:R:1
Co 0.7321 0.8361 -0.3758 -1.29
C 2.0376 -0.1758 2.7780 -1.39
Si 1.9604 1.1386 1.4206 2.09
C 1.0846 2.4883 2.3581 0.46
C 1.6110 3.1598 3.4917 -0.77
C 0.7675 3.9453 4.2527 -0.82
C -0.5683 4.1152 3.8847 -0.93
C -1.0846 3.5167 2.7226 -0.67
C -0.2313 2.7811 1.8934 -0.14
P -0.5618 2.4031 0.0956 1.18
C -2.3257 1.9239 0.0076 1.25
C -3.3027 3.0671 0.1021 -1.06
C -4.7370 2.5362 0.4195 -1.10
C -5.1124 1.1933 -0.2878 -0.54
C -4.1615 0.8792 -1.5085 -1.07
C -2.6421 0.9211 -1.1198 0.02
C -0.5047 4.1428 -0.6901 0.31
C -1.0561 4.2271 -2.1124 -1.15
C -0.1807 3.5473 -3.1667 -0.26
C 1.2867 4.1400 -3.1661 -1.34
C 1.8752 4.0234 -1.7408 0.82
C 0.9086 4.6473 -0.6900 -1.83
C 3.6497 1.4950 0.8693 0.61
C 4.6065 2.1237 1.5979 -0.76
C 5.9610 2.0645 1.1484 -0.97
C 6.2739 1.6061 -0.1131 -0.79
C 5.2439 1.0926 -0.9484 -0.83
C 3.9436 1.0021 -0.4268 0.13
P 2.5432 0.0259 -1.1731 -0.71
C 2.7586 -0.2741 -3.0562 -0.05
C 2.7960 1.0728 -3.7534 0.36
C 2.8439 0.9172 -5.2957 -0.97
C 1.7362 -0.0336 -5.7956 -0.67
C 1.7255 -1.3757 -5.0723 -0.85
C 1.6313 -1.2089 -3.5416 -0.04
C 2.9413 -1.6912 -0.4153 1.81
C 3.8656 -2.5537 -1.2412 -1.68
C 4.0621 -3.9637 -0.5765 -0.90
C 2.8218 -4.5169 0.1288 -0.61
C 1.5502 -3.8405 -0.4334 -1.45
C 1.5470 -2.3724 -0.0788 0.25
H 2.9151 -0.7699 2.7182 0.57
H 1.1756 -0.9064 2.7130 0.15
H 1.9982 0.1824 3.8085 0.54
H 2.6715 2.9908 3.7730 0.29
H 1.0963 4.4351 5.1705 0.42
H -1.2011 4.7349 4.5410 0.43
H -2.1447 3.5674 2.5472 0.39
H -2.4043 1.3454 0.9513 -0.03
H -3.3223 3.6433 -0.8462 0.32
H -3.0678 3.7844 0.8744 0.32
H -5.4161 3.3920 0.1662 0.42
H -4.8767 2.5016 1.5262 0.31
H -6.1652 1.1581 -0.6061 0.47
H -4.9849 0.3963 0.4745 0.19
H -4.2935 1.6508 -2.3038 0.39
H -4.4849 -0.0771 -1.9688 0.41
H -2.0672 1.2608 -1.9994 -0.22
H -2.3224 -0.0869 -0.8005 0.23
H -1.0370 4.7681 -0.0021 1.33
H -1.0513 5.3213 -2.4323 0.52
H -2.0376 3.8281 -2.2802 0.21
H -0.6126 3.6966 -4.1324 0.73
H -0.0569 2.4705 -3.0484 -0.20
H 1.2754 5.1991 -3.4684 0.54
H 1.9253 3.6205 -3.9079 0.25
H 2.8708 4.4745 -1.6734 0.61
H 2.0646 2.9603 -1.4785 -0.80
H 0.8594 5.7634 -0.9132 0.58
H 1.3843 4.6717 0.2916 0.38
H 4.4243 2.5437 2.5532 0.42
H 6.7956 2.3162 1.8414 0.36
H 7.2699 1.7058 -0.5731 0.43
H 5.5064 0.7245 -1.9503 0.45
H 3.7172 -0.8653 -3.1089 1.23
H 3.6799 1.6772 -3.4320 0.66
H 1.8593 1.6324 -3.5244 -1.01
H 3.8240 0.4858 -5.5552 0.40
H 2.7139 1.8669 -5.8350 0.39
H 1.9302 -0.1875 -6.8723 0.41
H 0.7543 0.4698 -5.7475 0.25
H 2.6748 -1.9005 -5.3160 0.31
H 0.9224 -2.0602 -5.4594 0.38
H 1.6735 -2.1715 -3.0665 -0.21
H 0.5936 -0.7879 -3.2937 -0.15
H 3.4568 -1.4421 0.5591 0.52
H 4.8230 -2.0233 -1.3861 0.39
H 3.4479 -2.6527 -2.2089 0.52
H 4.9450 -3.9258 0.0794 0.33
H 4.3467 -4.6877 -1.3774 0.40
H 2.8380 -4.2637 1.2125 0.31
H 2.7690 -5.6241 0.0355 0.43
H 0.6969 -4.3120 0.0757 0.44
H 1.4643 -3.9642 -1.4885 0.42
H 1.3224 -2.3332 0.9778 -0.07
H 0.7486 -1.8510 -0.5872 -0.20
O -3.0349 -1.8157 -3.8896 -0.57
H -2.4409 -1.7911 -4.6686 0.30
H -3.7306 -2.4245 -4.1608 0.29
O -1.6279 -1.6462 1.1405 -0.66
H -1.4597 -1.2066 2.0275 0.58
H -0.8103 -1.4252 0.6921 0.00
C -3.8444 -0.4174 5.3621 -0.78
C -2.6895 -0.4081 4.6021 -0.16
N -2.2833 -1.4105 3.8320 -0.38
C -3.0466 -2.5148 3.7081 -0.11
C -4.2925 -2.6094 4.3834 0.84
C -4.6966 -1.5045 5.1745 -0.54
C -5.3400 -3.5759 4.0282 -0.46
C -5.1226 -4.6898 3.3244 -0.17
C -3.8928 -5.4602 3.0974 0.32
C -3.5939 -5.9204 1.7988 -0.35
C -2.4627 -6.6738 1.6268 -0.22
N -1.6535 -7.0267 2.6366 -0.47
C -2.1152 -6.6885 3.8431 -0.10
N -3.1070 -5.8358 4.1172 -0.41
H -4.0191 0.2753 6.1919 0.47
H -2.1288 0.5270 4.4988 0.40
H -2.6848 -3.3462 3.0642 0.41
H -5.6534 -1.5659 5.6125 0.47
H -6.3845 -3.2345 4.2776 0.35
H -6.0210 -5.1096 2.8127 0.46
H -4.2730 -5.8047 0.9606 0.45
H -2.2762 -7.0392 0.5971 0.41
H -1.4983 -7.0300 4.6708 0.42
```

Summary:
LUMO level (alpha / beta) (eV): -6.331 / -9.513
Charge: +2
E_tot (eV): -123509.562
Spin multiplicity: 5
HOMO (alpha / beta) (eV): -11.122 / -13.138
HOMO-LUMO gap (alpha / beta) (eV): 4.8 / 3.6


Question: What is the formula in the second record?
Answer: C48H68CoN3O2P2Si


Question: Among the records above, which one has the highest E_tot?
Answer: C40H68F12O14